{
  "formula": "C30H43Cl5LaP2",
  "method": "ωB97M-V/def2-TZVPD",
  "symbols": ["La", "C", "C", "C", "C", "C", "C", "H", "H", "H", "C", "H", "H", "H", "C", "H", "H", "H", "C", "H", "H", "H", "C", "H", "H", "H", "C", "C", "C", "C", "C", "C", "C", "C", "H", "H", "H", "H", "H", "H", "H", "H", "H", "H", "H", "H", "P", "P", "C", "C", "H", "H", "H", "H", "C", "H", "H", "H", "C", "H", "H", "H", "C", "H", "H", "H", "C", "H", "H", "H", "Cl", "C", "C", "C", "Cl", "C", "Cl", "C", "Cl", "C", "Cl"],
  "xyz": [[-0.656, 0.081, -2.046], [0.066, 2.185, 0.461], [-0.882, 1.626, 1.357], [1.074, 0.448, 1.575], [1.289, 1.457, 0.608], [-0.275, 0.528, 2.010], [-0.113, 3.377, -0.406], [-1.160, 3.501, -0.712], [0.476, 3.299, -1.335], [0.210, 4.315, 0.085], [2.560, 1.730, -0.095], [2.528, 2.690, -0.621], [2.790, 0.937, -0.829], [3.394, 1.746, 0.622], [2.058, -0.546, 2.042], [2.992, -0.082, 2.386], [2.330, -1.234, 1.230], [1.657, -1.155, 2.860], [-0.912, -0.400, 2.968], [-0.464, -0.299, 3.971], [-0.795, -1.455, 2.662], [-1.992, -0.224, 3.058], [-2.256, 2.122, 1.652], [-2.252, 2.686, 2.606], [-2.964, 1.278, 1.764], [-2.643, 2.783, 0.862], [-3.364, -0.405, -4.814], [-3.875, 1.002, -4.668], [-5.287, 1.309, -4.214], [-5.777, 0.253, -3.168], [-4.776, -0.616, -2.458], [-4.613, -1.943, -2.771], [-4.641, -2.526, -4.118], [-4.361, -1.483, -5.208], [-6.037, 1.379, -5.017], [-6.544, -0.380, -3.642], [-5.276, 2.334, -3.798], [-5.305, -1.026, -5.535], [-2.410, -0.527, -5.331], [-3.420, 1.748, -5.309], [-4.040, -2.016, -6.132], [-3.891, -3.335, -4.173], [-4.739, -2.692, -2.000], [-5.611, -3.009, -4.323], [-6.323, 0.833, -2.413], [-4.742, -0.421, -1.381], [-3.003, 0.867, -3.147], [-1.572, -2.399, 0.134], [-1.743, -1.840, -2.617], [-1.787, -3.004, -1.687], [-1.063, -1.925, -3.506], [-2.753, -1.619, -3.002], [-2.708, -3.607, -1.748], [-0.947, -3.649, -1.948], [-1.237, -4.121, 0.575], [-0.906, -4.205, 1.617], [-0.460, -4.530, -0.097], [-2.200, -4.635, 0.417], [-3.300, -2.164, 0.628], [-3.925, -2.927, 0.158], [-3.655, -1.162, 0.350], [-3.348, -2.269, 1.727], [-1.385, 1.601, -3.849], [-0.958, 2.408, -3.205], [-1.525, 1.988, -4.878], [-0.545, 0.877, -4.070], [-3.434, 2.037, -1.718], [-3.052, 1.579, -0.780], [-4.530, 2.213, -1.515], [-2.950, 3.049, -1.682], [5.021, -0.699, 0.154], [4.433, -1.539, -1.255], [3.201, -1.267, -1.806], [2.737, -1.941, -2.900], [1.214, -1.579, -3.725], [3.523, -2.978, -3.469], [2.909, -3.929, -4.749], [4.809, -3.269, -2.952], [5.764, -4.516, -3.634], [5.263, -2.535, -1.844], [6.765, -2.890, -1.168]],
  "e_above_lowest_ev": 0.000,
  "energy_ev": -113840.681,
  "homo_lumo_gap_ev": [5.44, 5.08],
  "total_charge": 1,
  "lumo_ev": [-4.037, -4.402],
  "homo_ev": [-9.5, -9.5]
}

***

{
  "formula": "C30H43Cl5LaP2",
  "method": "ωB97M-V/def2-TZVPD",
  "symbols": ["La", "C", "C", "C", "C", "C", "C", "H", "H", "H", "C", "H", "H", "H", "C", "H", "H", "H", "C", "H", "H", "H", "C", "H", "H", "H", "C", "C", "C", "C", "C", "C", "C", "C", "H", "H", "H", "H", "H", "H", "H", "H", "H", "H", "H", "H", "P", "P", "C", "C", "H", "H", "H", "H", "C", "H", "H", "H", "C", "H", "H", "H", "C", "H", "H", "H", "C", "H", "H", "H", "Cl", "C", "C", "C", "Cl", "C", "Cl", "C", "Cl", "C", "Cl"],
  "xyz": [[-1.242, 2.058, -3.954], [-0.867, -2.129, 0.420], [0.466, -2.312, -0.018], [0.442, -0.526, 1.429], [-0.902, -0.993, 1.290], [1.280, -1.341, 0.624], [-2.000, -3.031, 0.125], [-2.017, -3.313, -0.933], [-2.952, -2.553, 0.379], [-1.936, -3.966, 0.704], [-2.042, -0.422, 1.958], [-2.990, -0.855, 1.630], [-2.158, 0.930, 1.728], [-1.954, -0.473, 3.048], [0.892, 0.591, 2.275], [0.239, 0.715, 3.147], [0.880, 1.545, 1.723], [1.919, 0.433, 2.627], [2.748, -1.217, 0.539], [3.207, -1.291, 1.536], [3.049, -0.250, 0.114], [3.170, -2.012, -0.086], [0.950, -3.369, -0.934], [1.244, -4.275, -0.383], [1.831, -3.026, -1.490], [0.178, -3.646, -1.665], [-2.358, 1.863, -5.748], [-2.143, 0.537, -5.360], [-1.360, -0.378, -6.310], [0.057, -0.561, -5.772], [0.153, 0.471, -4.642], [0.630, 1.767, -4.882], [0.203, 2.554, -6.109], [-1.289, 2.680, -6.442], [-1.287, 0.134, -7.268], [0.789, -0.390, -6.571], [-1.821, -1.359, -6.462], [-1.337, 2.503, -7.518], [-3.363, 2.297, -5.781], [-2.792, -0.062, -4.694], [-1.574, 3.737, -6.295], [0.631, 3.573, -6.005], [1.624, 2.095, -4.516], [0.741, 2.100, -6.968], [0.233, -1.575, -5.365], [0.142, 0.028, -3.615], [-1.871, -2.899, -3.734], [2.657, 2.771, -0.860], [0.308, 3.466, -2.102], [1.745, 3.759, -2.216], [-0.042, 3.016, -1.171], [-0.338, 4.270, -2.484], [2.154, 3.474, -3.207], [1.969, 4.826, -2.019], [4.210, 3.749, -0.863], [4.850, 3.374, -0.054], [3.967, 4.798, -0.648], [4.752, 3.680, -1.813], [3.141, 1.349, -1.934], [3.406, 1.679, -2.947], [2.286, 0.659, -1.986], [3.990, 0.814, -1.492], [-3.100, -1.842, -2.650], [-2.418, -1.533, -1.814], [-3.918, -2.433, -2.195], [-3.515, -0.935, -3.133], [-2.301, -4.308, -4.936], [-1.573, -5.055, -4.500], [-1.980, -4.069, -5.962], [-3.305, -4.738, -4.909], [-1.866, 2.125, 4.314], [-2.202, 2.890, 2.802], [-2.299, 2.125, 1.657], [-2.492, 2.719, 0.435], [-2.512, 1.699, -1.013], [-2.658, 4.115, 0.324], [-2.890, 4.843, -1.218], [-2.576, 4.913, 1.493], [-2.706, 6.611, 1.392], [-2.334, 4.299, 2.744], [-2.129, 5.245, 4.151]],
  "e_above_lowest_ev": 4.473,
  "energy_ev": -113836.208,
  "homo_lumo_gap_ev": [5.84, 5.83],
  "total_charge": 1,
  "lumo_ev": [-3.635, -3.635],
  "homo_ev": [-9.5, -9.5]
}

***

{
  "formula": "C30H43Cl5LaP2",
  "method": "ωB97M-V/def2-TZVPD",
  "symbols": ["La", "C", "C", "C", "C", "C", "C", "H", "H", "H", "C", "H", "H", "H", "C", "H", "H", "H", "C", "H", "H", "H", "C", "H", "H", "H", "C", "C", "C", "C", "C", "C", "C", "C", "H", "H", "H", "H", "H", "H", "H", "H", "H", "H", "H", "H", "P", "P", "C", "C", "H", "H", "H", "H", "C", "H", "H", "H", "C", "H", "H", "H", "C", "H", "H", "H", "C", "H", "H", "H", "Cl", "C", "C", "C", "Cl", "C", "Cl", "C", "Cl", "C", "Cl"],
  "xyz": [[0.879, 0.856, -1.414], [-0.748, 0.923, 3.067], [-1.928, 0.161, 2.834], [-0.179, -1.302, 3.203], [0.342, 0.021, 3.261], [-1.543, -1.212, 2.835], [-0.671, 2.391, 3.189], [-1.309, 2.849, 2.428], [0.357, 2.740, 3.054], [-1.022, 2.786, 4.159], [1.756, 0.290, 3.596], [2.005, 1.360, 3.551], [2.436, -0.273, 2.879], [1.999, -0.042, 4.628], [0.593, -2.527, 3.534], [1.015, -2.479, 4.550], [1.431, -2.591, 2.832], [-0.030, -3.426, 3.478], [-2.423, -2.368, 2.548], [-2.560, -2.993, 3.454], [-1.975, -2.989, 1.757], [-3.408, -2.043, 2.181], [-3.294, 0.694, 2.611], [-3.928, 0.463, 3.479], [-3.747, 0.238, 1.721], [-3.304, 1.782, 2.465], [0.435, 2.575, -2.842], [-0.431, 3.818, -2.675], [-1.860, 3.868, -3.184], [-2.625, 2.564, -2.827], [-1.806, 1.505, -1.881], [-1.165, 0.311, -2.621], [-0.684, 0.574, -4.034], [0.092, 1.878, -4.191], [-1.935, 4.019, -4.255], [-2.985, 1.990, -3.683], [-2.326, 4.727, -2.644], [-0.417, 2.636, -4.786], [1.540, 2.648, -2.688], [0.134, 4.761, -2.608], [1.013, 1.655, -4.734], [-0.018, -0.292, -4.276], [-1.844, -0.548, -2.758], [-1.531, 0.554, -4.746], [-3.564, 2.744, -2.293], [-2.530, 1.108, -1.140], [-0.874, 2.966, -1.131], [-0.802, -3.230, -0.801], [1.507, -1.499, -2.119], [0.653, -2.716, -2.068], [2.577, -1.750, -2.310], [1.239, -0.775, -2.932], [0.138, -2.868, -3.026], [1.255, -3.616, -1.855], [-0.991, -5.049, -1.065], [-1.498, -5.372, -0.153], [0.003, -5.488, -1.119], [-1.602, -5.306, -1.924], [-2.336, -2.449, -1.484], [-2.415, -2.550, -2.563], [-2.328, -1.381, -1.253], [-3.200, -2.884, -0.981], [0.584, 3.345, -0.118], [0.355, 3.122, 0.927], [0.513, 4.432, -0.262], [1.629, 3.079, -0.367], [-2.285, 3.484, -0.181], [-2.429, 2.596, 0.473], [-3.214, 3.598, -0.761], [-1.910, 4.364, 0.414], [4.321, -2.352, 4.538], [4.651, -2.024, 2.884], [4.019, -1.019, 2.190], [4.348, -0.633, 0.925], [3.724, 0.830, 0.151], [5.267, -1.443, 0.227], [5.467, -1.174, -1.450], [5.970, -2.496, 0.874], [7.175, -3.381, 0.044], [5.672, -2.792, 2.209], [6.579, -3.972, 3.056]],
  "e_above_lowest_ev": 1.925,
  "energy_ev": -113838.756,
  "homo_lumo_gap_ev": [3.52, 3.52],
  "total_charge": 1,
  "lumo_ev": [-5.420, -5.421],
  "homo_ev": [-8.9, -8.9]
}